(1)
C17H17BrN2O4S2 | ωB97M-V/def2-TZVPD

## Properties
HOMO-LUMO gap   9.069 eV
Structure (SMILES)   O=C(CCCOc1ccc(N2C(=O)CS[C@@H]2c2ccc(Br)s2)cc1)NO
Multiplicity   1
E_LUMO   0.413 eV

Positions of all 43 atoms, in Å:
O -1.497 0.721 3.563
O -1.404 -3.411 -2.988
Br -3.819 3.863 -2.743
O -0.845 -4.263 -5.388
O 2.233 -2.428 0.048
S -2.525 3.056 0.225
S -0.622 4.374 3.291
C -0.842 1.795 3.373
C -0.210 -3.576 -3.174
C -2.611 4.016 -1.227
C -1.567 4.783 -1.395
C -0.569 4.638 -0.353
C -0.912 3.750 0.623
C 1.923 -0.957 1.860
C 1.171 -0.297 -0.370
C 1.230 0.126 2.347
C 0.523 0.736 0.215
C 1.882 -1.202 0.489
C 0.421 0.961 1.575
N 0.145 -4.104 -4.415
N -0.270 2.025 2.151
C -1.014 2.928 4.336
C -0.076 3.397 1.813
C 1.358 -3.488 0.293
C 0.775 -3.376 -2.113
C 0.229 -3.482 -0.762
H -1.766 -4.433 -5.051
H -1.443 5.433 -2.314
H 0.341 5.149 -0.397
H 2.443 -1.703 2.493
H 1.139 -0.471 -1.457
H 1.402 0.520 3.339
H 0.010 1.318 -0.515
H 1.164 -4.315 -4.675
H -0.355 2.842 5.140
H -2.073 2.972 4.722
H 0.987 3.656 1.632
H 2.088 -4.334 0.238
H 0.986 -3.384 1.266
H 1.262 -2.409 -2.256
H 1.532 -4.186 -2.245
H -0.578 -2.759 -0.511
H -0.244 -4.482 -0.685

---

(2)
C41H48DyF2N5O3S2Si3 | ωB97M-V/def2-TZVPD

## Properties
Total charge   -2
HOMO-LUMO gap (spin up / spin down)   6.231 / 6.244 eV
⟨S²⟩   9.332
Multiplicity   6
E_LUMO (spin up / spin down)   4.247 / 4.247 eV

Positions of all 105 atoms, in Å:
Dy -0.070 0.018 0.593
F 1.783 2.011 5.938
C 1.526 0.922 5.149
C 1.152 1.087 3.831
C 0.904 -0.005 2.976
C 1.147 -1.287 3.556
C 1.418 -1.413 4.918
F 1.448 -2.642 5.535
C 1.603 -0.324 5.745
C 1.164 -2.464 2.669
C 1.898 -3.619 2.964
C 1.860 -4.691 2.095
C 1.093 -4.598 0.946
C 0.453 -3.397 0.693
N 0.489 -2.360 1.516
H 1.079 2.102 3.455
H 1.811 -0.444 6.797
H 2.515 -3.674 3.846
H 2.425 -5.589 2.310
H 1.013 -5.419 0.250
H -0.133 -3.269 -0.208
C -2.285 -3.668 2.097
O -2.121 -2.406 1.549
Si -3.114 -1.743 0.386
C -2.842 -2.675 -1.268
C -4.922 -2.279 0.819
C -2.725 0.078 0.619
Si -3.279 1.001 -0.937
C -1.997 0.775 -2.343
C -4.949 0.382 -1.694
C -3.653 2.886 -0.859
Si -3.281 0.628 2.345
C -5.087 1.322 2.372
C -3.290 -0.708 3.734
C -2.243 1.953 3.287
H -2.148 -4.452 1.346
H -3.283 -3.778 2.532
H -1.545 -3.810 2.888
H -3.015 -3.746 -1.145
H -1.835 -2.562 -1.666
H -3.523 -2.323 -2.037
H -5.088 -3.346 0.688
H -5.632 -1.755 0.190
H -5.164 -2.033 1.846
H -1.883 -0.273 -2.607
H -1.018 1.144 -2.037
H -2.272 1.312 -3.247
H -4.919 -0.679 -1.910
H -5.190 0.895 -2.622
H -5.770 0.553 -1.005
H -2.753 3.476 -0.980
H -4.111 3.169 0.081
H -4.343 3.166 -1.651
H -5.797 0.574 2.034
H -5.174 2.174 1.707
H -5.391 1.647 3.364
H -3.930 -1.553 3.510
H -3.622 -0.291 4.684
H -2.282 -1.085 3.871
H -2.686 2.942 3.234
H -1.232 2.012 2.891
H -2.156 1.699 4.342
O -0.049 -2.612 -2.754
C 0.802 -1.925 -2.177
O 0.550 -1.063 -1.287
C 2.248 -2.190 -2.576
C 2.458 -2.542 -3.907
C 3.696 -2.937 -4.372
C 4.763 -3.007 -3.490
C 4.576 -2.652 -2.169
C 3.334 -2.233 -1.702
S 3.265 -1.876 0.054
H 1.600 -2.524 -4.563
H 3.828 -3.210 -5.412
H 5.735 -3.336 -3.836
H 5.392 -2.706 -1.462
S 2.893 0.120 0.255
C 1.674 1.704 -1.849
N 2.233 1.342 -2.894
N 3.521 0.818 -2.895
C 4.403 1.214 -3.839
C 4.011 2.000 -4.936
C 4.937 2.422 -5.863
C 6.273 2.062 -5.750
C 6.661 1.241 -4.700
C 5.748 0.822 -3.758
N 1.130 2.476 -1.097
N 0.162 2.438 -0.133
C -0.008 3.697 0.381
C 0.930 4.737 0.217
C 0.703 5.989 0.742
C -0.467 6.270 1.434
C -1.414 5.266 1.578
C -1.191 4.006 1.074
H 3.857 0.482 -1.993
H 2.973 2.281 -5.011
H 4.623 3.049 -6.690
H 7.000 2.424 -6.467
H 7.697 0.932 -4.618
H 6.054 0.202 -2.929
H 1.844 4.526 -0.320
H 1.451 6.766 0.622
H -0.637 7.254 1.852
H -2.353 5.471 2.080
H -1.933 3.234 1.174

---

(3)
C7H10O | ωB97M-V/def2-TZVPD

## Properties
HOMO-LUMO gap   10.395 eV
Structure (SMILES)   C#C[C@]1(C)[C@H](C)[C@H]1O
Multiplicity   1
E_LUMO   0.864 eV

Positions of all 18 atoms, in Å:
C -1.306 -0.127 1.589
C -0.896 0.113 0.277
C -0.832 -0.822 -1.002
C 0.420 -0.102 -0.304
C 1.048 0.836 -1.159
C 1.567 -0.539 0.652
C 2.591 -1.029 1.082
H -1.035 -1.205 2.276
H -2.436 0.141 1.892
H -0.705 0.790 2.109
H -1.131 1.188 -0.007
H -0.897 -1.948 -0.806
H -2.302 0.091 -1.799
H 1.757 0.513 -1.694
H 1.611 1.680 -0.755
H 0.411 1.516 -1.740
H 3.567 -1.126 1.586
O -1.432 0.029 -2.198

---

The M results, record by record, are as follows: 457.4; 1007.8; 110.2 g mol⁻¹.
The maximum force results, record by record, are as follows: 6.2; 1.4; 8.0 eV/Å.